The following is a DFT calculation (ωB97M-V/def2-TZVPD) of an isolated molecule of C2H5IS3 in a non-equilibrium geometry.

Last column: Mulliken charge in e.
Atoms and positions in Å:
C -0.6453 -1.4776 -0.3385  -1.19
C -0.0114 -0.1173 0.0594  0.20
S -0.3362 0.2580 1.8279  -0.12
S -0.8293 0.9435 -1.1731  -0.14
S 2.6358 2.0136 -0.0333  -0.43
I 0.6753 2.9245 -0.7892  0.42
H -0.8733 -2.0822 0.6813  0.29
H 0.0194 -2.2314 -0.9407  0.26
H -1.6497 -1.4353 -0.9442  0.27
H 1.1105 -0.3765 -0.0547  0.34
H -0.0959 1.5807 1.7051  0.10

Atomic forces in eV per Å
C -1.503 -3.372 0.867
C 0.862 -1.763 -0.632
S -0.118 0.264 -0.731
S 1.540 0.543 0.704
S -0.158 0.128 -0.157
I -0.216 -0.437 -0.108
H 0.280 1.323 -2.366
H -0.871 1.903 1.017
H 1.745 0.117 1.373
H -1.618 1.563 -0.153
H 0.056 -0.270 0.186

Results
E: -1571.3657 a.u.
orbital gap: 6.9 eV
ΔE to the lowest compared entry with this formula, charge and spin: 3.3 kcal per mole